Entry 1:
C36H28BrN5O4PbS5 | ωB97M-V/def2-TZVPD

The geometry in XYZ format:
```
80
C36H28BrN5O4PbS5 ωB97M-V/def2-TZVPD
Pb 3.84042 -20.39545 -2.95050
S 4.51258 -19.03308 -5.51476
C 4.70636 -17.27136 -5.41070
C 4.97494 -16.64694 -6.62399
C 4.62585 -15.32601 -6.84362
C 4.11446 -14.56895 -5.79730
C 3.88866 -15.13938 -4.53272
C 4.13114 -16.50150 -4.35020
S 3.51452 -17.24041 -2.89816
C 4.79807 -17.06999 -1.63568
C 4.13720 -17.65735 -0.42827
C 3.47944 -16.95177 0.50766
C 2.95394 -17.58471 1.62972
C 3.00311 -18.98053 1.72107
C 3.61643 -19.64891 0.61814
C 3.58030 -21.16108 0.52032
S 4.98843 -21.91364 -0.28425
C 6.35418 -21.37416 0.65380
C 6.13589 -21.24973 2.11466
C 6.80035 -20.42327 2.88633
C 8.02565 -19.76371 2.32404
C 8.65247 -20.65979 1.16132
C 7.58161 -21.12288 0.20409
S 5.92792 -20.01626 -4.30130
N 4.23983 -19.00257 -0.36321
H 5.36707 -17.13817 -7.49983
H 4.91378 -14.90601 -7.83527
H 3.80737 -13.53654 -5.92403
H 3.51055 -14.55113 -3.69971
H 5.22845 -16.10735 -1.37316
H 5.65523 -17.73922 -1.82544
H 3.29495 -15.88762 0.37358
H 2.46377 -16.99528 2.39490
H 2.62360 -19.52361 2.56207
H 2.68723 -21.53470 -0.02354
H 3.42412 -21.58092 1.51377
H 5.28146 -21.84453 2.53755
H 6.47910 -20.15167 3.82847
H 8.74605 -19.49971 3.05733
H 9.35140 -21.38328 1.52063
N -1.28331 -27.90057 -4.59539
C -0.53056 -26.90541 -4.01566
C -1.06701 -26.04122 -3.03788
C -0.30707 -25.08452 -2.41411
C 1.04897 -24.92189 -2.72607
C 1.59603 -25.79217 -3.64095
C 0.86872 -26.79476 -4.29658
S 1.93876 -23.63205 -2.02447
O 3.17598 -24.10690 -1.46656
O 1.01309 -22.93036 -1.14177
N 2.42873 -22.63673 -3.21233
C 1.55918 -22.15769 -4.14194
N 2.10268 -21.05875 -4.77679
C 1.48225 -20.52394 -5.83711
C 0.28433 -21.14474 -6.27357
C -0.25180 -22.11287 -5.45092
N 0.35941 -22.68657 -4.42909
H -2.27086 -27.77099 -4.52581
H -0.98594 -28.14998 -5.56639
H -2.12456 -25.97178 -2.92244
H -0.84447 -24.43941 -1.68831
H 2.66860 -25.71899 -3.85566
H 1.40103 -27.53721 -4.96404
H 1.76222 -19.58228 -6.29358
H -0.35603 -20.75195 -7.04416
H -1.19739 -22.54142 -5.69623
Br 6.94244 -16.22822 2.36129
C 8.36755 -17.33130 1.72152
C 9.62672 -16.98322 1.88667
C 10.72247 -17.83361 1.38100
C 10.49520 -18.89543 0.63660
C 9.14581 -19.43819 0.40219
C 8.02896 -18.67345 1.21259
C 8.95442 -19.80506 -0.98550
O 9.57354 -19.51064 -2.00707
O 8.09439 -20.91182 -1.04805
H 9.83132 -15.95855 2.16238
H 11.73885 -17.46372 1.51441
H 11.27563 -19.39358 0.15920
H 7.07941 -18.75805 0.68549
```

Properties
- Kohn-Sham gap (eV) = 7.62
- ΔE to the lowest compared entry with this formula, charge and spin (kcal per mole) = 7.59
- calculated total energy (eV) = -182891.015

Mulliken population analysis, charges in e, atoms 1 to 6: number 1, Pb, carries 0.88; number 2, S, carries -0.15; number 3, C, carries 0.36; number 4, C, carries -0.44; number 5, C, carries -0.53; number 6, C, carries -0.49

---

Entry 2:
C36H28F5IrNOP2S | ωB97M-V/def2-TZVPD

The geometry in XYZ format:
```
75
C36H28F5IrNOP2S ωB97M-V/def2-TZVPD
Ir 0.29359 0.38297 -0.00791
C -2.77542 1.48984 1.39590
P -4.27161 1.16109 0.28332
C -3.58715 1.22132 -1.35619
C -4.32882 1.93707 -2.30108
C -4.03516 1.77966 -3.64044
C -3.03382 0.89610 -4.06081
C -2.33129 0.18952 -3.09180
C -2.52747 0.40767 -1.72180
C -4.63269 -0.58572 0.25753
C -4.28664 -1.39066 1.36520
C -4.55224 -2.73356 1.24563
C -5.08667 -3.32246 0.11118
C -5.68638 -2.49509 -0.79945
C -5.46366 -1.11941 -0.73428
C -1.76749 2.36788 0.72730
C -1.87092 3.60739 0.08177
C -0.59217 4.12109 -0.13961
C 0.32010 3.10979 0.23108
C 1.78169 3.09074 0.41746
P 2.19426 1.19577 0.66726
C 2.67667 0.97352 2.39188
C 2.15247 -0.11667 3.01740
C 2.53701 -0.34694 4.33686
C 3.29807 0.58343 5.03878
C 3.74409 1.70725 4.34248
C 3.52150 1.91081 2.99530
C 3.58424 0.74022 -0.45721
C 3.78645 -0.63973 -0.54821
C 4.49034 -1.15222 -1.63836
C 5.21349 -0.33717 -2.52515
C 5.26043 1.00681 -2.18952
C 4.42348 1.60195 -1.22885
N -0.41656 2.02617 0.73166
H -2.28054 0.58500 1.74911
H -3.20012 2.03321 2.25068
H -5.24058 2.50634 -2.03615
H -4.54428 2.39621 -4.38767
H -2.78867 0.84217 -5.10667
H -1.62662 -0.59658 -3.37832
H -1.95586 -0.18195 -0.98482
H -3.66482 -1.01185 2.16851
H -4.25854 -3.31971 2.09478
H -5.02233 -4.41537 -0.05865
H -6.20468 -2.95590 -1.64186
H -5.83641 -0.45155 -1.53214
H -2.84147 4.01197 -0.31265
H -0.27715 5.16746 -0.35342
H 2.08308 3.56725 1.37325
H 2.40011 3.40440 -0.40523
H 1.57821 -0.87223 2.47577
H 2.29024 -1.31618 4.77800
H 3.42532 0.47128 6.13085
H 4.50580 2.35077 4.84569
H 4.12218 2.57577 2.37047
H 3.27591 -1.32800 0.12584
H 4.47099 -2.20108 -1.80190
H 5.77618 -0.80473 -3.34189
H 5.97234 1.71521 -2.67706
H 4.35727 2.70949 -1.23391
O 1.19751 0.20987 7.99359
H 0.71745 0.88735 8.54162
H 0.58709 -0.17391 7.33717
F 2.55829 -3.94306 -4.68545
C 1.98659 -3.46416 -3.53728
C 2.52417 -3.85447 -2.31511
F 3.68386 -4.48560 -2.38940
C 1.87790 -3.43977 -1.16949
F 2.46841 -3.53429 0.05635
C 0.66358 -2.72232 -1.25146
S 0.12550 -1.77788 0.17071
C -0.08584 -2.85396 -2.41024
F -1.43713 -2.70690 -2.29702
C 0.58866 -3.15597 -3.57281
F -0.00336 -3.13473 -4.77909
```

Properties
- Kohn-Sham gap (spin up / spin down) (eV) = 6.70 / 4.82
- total charge = +1
- spin multiplicity = 5
- calculated total energy (eV) = -87150.256
- expectation value of S² = 6.024

Mulliken population analysis, charges in e, atoms 1 to 6: number 1, Ir, carries 1.40; number 2, C, carries -0.25; number 3, P, carries -0.40; number 4, C, carries -0.08; number 5, C, carries -0.52; number 6, C, carries -0.50

---

Entry 3:
C36H30BIrN9OPSe | ωB97M-V/def2-TZVPD

The geometry in XYZ format:
```
80
C36H30BIrN9OPSe ωB97M-V/def2-TZVPD
Ir 0.77205 -0.08893 -0.59815
C 4.04436 2.13351 -2.29135
C 3.05997 1.16321 -2.38307
N 2.10142 1.38664 -1.48139
N 2.45591 2.49841 -0.78775
C 3.63267 2.94166 -1.25105
B 1.55763 2.86916 0.43288
N 0.05165 2.75616 0.03154
C -0.81582 3.77641 -0.07277
C -2.02142 3.28612 -0.53058
C -1.79955 1.92136 -0.69369
N -0.55366 1.60549 -0.35234
N 1.87997 1.78921 1.49488
C 2.56761 1.89533 2.63480
C 2.67960 0.63943 3.20027
C 2.00878 -0.19798 2.32252
N 1.51091 0.50325 1.29863
N 1.78829 4.26255 0.95319
C 2.41665 5.35167 0.43248
C 2.28100 6.38236 1.32401
C 1.53534 5.82713 2.38158
N 1.24193 4.56046 2.16231
H 4.93495 2.23294 -2.88482
H 3.00482 0.31532 -3.04376
H 4.11742 3.79637 -0.81604
H -0.52187 4.76915 0.22060
H -2.93244 3.83062 -0.70238
H -2.48437 1.15726 -1.01990
H 2.90283 2.85980 2.97556
H 3.15415 0.37435 4.12771
H 1.84992 -1.25882 2.39492
H 2.85306 5.35015 -0.54923
H 2.64186 7.38987 1.21553
H 1.19813 6.30389 3.28841
O 3.43201 -1.20878 -0.70246
C 2.28868 -1.48115 -0.43595
C 2.03611 -2.83757 0.16056
C 3.03612 -3.79677 0.24593
C 2.72313 -5.04731 0.75284
C 1.42005 -5.33821 1.15049
C 0.42186 -4.38214 1.06464
C 0.74166 -3.11558 0.58132
P -0.43742 -1.75488 0.39315
C -1.78546 -2.59898 -0.48084
C -3.08001 -2.64870 0.02338
C -4.07527 -3.31027 -0.68774
C -3.77668 -3.92946 -1.89153
C -2.47601 -3.90571 -2.38425
C -1.48404 -3.24700 -1.68025
C -1.08351 -1.36547 2.04155
C -1.90680 -0.24794 2.18124
C -2.39078 0.11514 3.42690
C -2.05221 -0.63248 4.54711
C -1.23806 -1.74688 4.41566
C -0.75659 -2.11569 3.16745
H 4.03549 -3.55503 -0.09037
H 3.48741 -5.80960 0.82287
H 1.18180 -6.32690 1.52080
H -0.59007 -4.62380 1.36769
H -3.32213 -2.16825 0.96234
H -5.08346 -3.33745 -0.29632
H -4.55396 -4.44198 -2.44253
H -2.24153 -4.39813 -3.31842
H -0.47254 -3.23329 -2.07280
H -2.16320 0.35696 1.32136
H -3.02256 0.98803 3.52320
H -2.42194 -0.34361 5.52194
H -0.97218 -2.33282 5.28525
H -0.12094 -2.98752 3.08635
Se 0.31291 -0.56560 -2.96109
C -1.46192 -0.14142 -3.56311
C -2.65862 -0.77645 -3.27298
C -3.81325 -0.29245 -3.87229
N -3.84977 0.74086 -4.70904
C -2.69141 1.32517 -4.99416
C -1.47427 0.91998 -4.46286
H -2.72113 -1.61727 -2.60671
H -4.76255 -0.77015 -3.65501
H -2.72570 2.16154 -5.68296
H -0.56504 1.44145 -4.73392
```

Properties
- Kohn-Sham gap (spin up / spin down) (eV) = 8.76 / 5.81
- ΔE to the lowest compared entry with this formula, charge and spin (kcal per mole) = 6.98
- total charge = +1
- spin multiplicity = 2
- calculated total energy (eV) = -131426.601
- expectation value of S² = 0.754

Mulliken population analysis, charges in e, atoms 1 to 6: number 1, Ir, carries 2.81; number 2, C, carries -1.67; number 3, C, carries -0.10; number 4, N, carries -0.20; number 5, N, carries 0.30; number 6, C, carries 0.09